A structure of composition C17H24AuSi2 in a non-equilibrium geometry, computed with ωB97M-V with the def2-TZVPD basis set.

Geometry as XYZ:
```
44
Properties=species:S:1:pos:R:3:forces:R:3
H -4.760088 1.049097 0.203384 0.0181 0.0440 0.0089
C -2.923502 3.736485 -0.886893 -0.0307 -0.1077 0.1100
H 0.183407 3.775800 -3.158116 -0.0010 -0.0052 0.0065
H 2.413793 3.237869 -2.229572 -0.1056 -0.0284 -0.0664
H 3.698349 -2.915879 -1.556086 0.0066 -0.0043 0.0224
H 4.515821 -1.845361 -0.399611 -0.0047 -0.0299 0.0010
H -3.812503 0.053253 -0.904846 0.0119 0.0227 -0.0017
H 3.493331 -1.170130 -1.665658 0.0663 -0.0423 -0.0121
C 2.380196 -1.351412 1.133578 0.0314 -0.0780 -0.0293
C -0.858675 2.733382 -1.572954 0.5793 -0.7849 0.2231
C 1.224902 -2.682508 -0.496580 0.0609 -0.0305 0.0448
H -0.186554 0.423021 -3.794977 0.0077 0.0161 0.0195
C -0.684881 3.747475 -2.509429 -0.0789 0.2007 -0.1021
H -4.023248 -0.450082 0.776774 -0.0067 0.0288 0.0284
C -3.876165 0.410977 0.123551 0.3135 0.0455 0.1471
C -1.634266 4.754255 -2.631700 0.0736 -0.0564 -0.0090
H -3.166551 2.825350 2.414108 -0.0188 0.0017 -0.0399
H 1.233284 -3.255244 -1.415964 -0.0263 0.0368 -0.0108
H -0.830878 -1.923573 2.105795 -0.0007 0.0138 -0.0168
C -1.985901 2.710311 -0.740958 -0.0909 -0.1347 0.1727
Si -2.329706 1.385985 0.572502 -0.3450 0.3106 0.0269
H 1.537703 0.108149 -3.603525 0.0151 0.0298 0.0271
Si 0.692491 1.514821 -1.716039 0.1254 0.9811 -0.8736
C 1.225501 -1.271880 1.902040 0.0895 0.1130 -0.0098
H 3.143948 1.879675 -1.385020 -0.0270 -0.0167 -0.0300
C 3.600157 -2.006013 -0.966022 -0.0066 0.0246 -0.0137
C 0.038667 -1.891029 1.462999 -0.0337 0.2267 -0.1398
H -1.482841 5.534337 -3.366018 -0.0504 0.0272 0.0147
H -2.364187 1.398785 3.078054 -0.0378 -0.0061 -0.0148
C 2.260146 2.521378 -1.420243 -0.1583 -0.3473 0.3876
C -2.755823 4.747649 -1.817887 -0.0125 0.0858 -0.0588
C -2.313110 2.153232 2.291943 0.0208 -0.2467 -0.2377
C 0.760822 0.867690 -3.486591 -0.1512 -0.3638 0.4017
H -0.822898 -3.155528 -0.056244 -0.0060 0.0564 -0.0402
H 1.244483 -0.781394 2.866752 -0.0084 0.0576 -0.0382
H -3.806186 3.742504 -0.254589 -0.0121 0.0495 -0.0308
Au -0.248043 0.152212 0.099589 -0.1300 -0.1695 0.1991
H 0.994837 1.677395 -4.180462 0.0050 0.0972 0.0897
H -1.403099 2.736817 2.436591 -0.0046 0.0044 -0.0258
C 2.393242 -2.040860 -0.079678 -0.0262 -0.0053 0.0447
H -3.496679 5.530906 -1.910610 -0.0011 -0.0114 0.0083
H 2.215995 3.076866 -0.482209 -0.0157 -0.0117 -0.0158
C 0.060887 -2.613560 0.254945 -0.0102 -0.0314 -0.1504
H 3.290176 -0.884850 1.490433 -0.0237 0.0381 -0.0167
```
Forces are in eV/Å.

Calculated values
* highest occupied orbital energy (alpha / beta): -10.17 / -12.33 eV
* calculated total energy: -1376.5964 Ha
* Kohn-Sham gap (alpha / beta): 7.3 / 5.7 eV
* multiplicity: 3
* net charge: +1
* max |F|: 1.320 eV/A
* ⟨S²⟩: 2.009